1.
A molecular structure, C42H41F6NO9PRbS4Te in a non-equilibrium geometry, computed with the ωB97M-V functional and the def2-TZVPD basis.

As for the spin multiplicity: 1. Its HOMO energy is -0.51 eV. Its energy relative to the best compared isomer or geometry (same formula, charge and spin) is 1.336 eV. Its net charge is -2. Its HOMO-LUMO gap is 4.251 eV.

Geometry (Å):
Rb: -0.302056 -0.174441 0.066077
F: -1.974713 0.845783 2.800788
C: -1.365004 1.955591 3.215774
F: -2.224496 2.631894 3.979913
F: -0.317026 1.610727 3.970433
S: -0.741362 2.970093 1.807675
O: 0.112317 2.048903 1.097869
O: -0.178368 4.102855 2.478037
N: -2.020752 3.418248 0.996196
S: -2.859076 2.462312 0.042554
O: -4.261711 2.701712 0.193210
O: -2.369011 1.105256 -0.006603
C: -2.455739 3.159603 -1.610015
F: -2.679292 4.476200 -1.651205
F: -1.174134 2.944086 -1.907395
F: -3.215821 2.579748 -2.537242
C: 5.962143 -5.557050 -4.098612
C: 4.958640 -4.678174 -3.401385
C: 4.038435 -3.927056 -4.121823
C: 3.125607 -3.100980 -3.472404
C: 3.113475 -3.050336 -2.088289
C: 4.008969 -3.811881 -1.348641
C: 4.930827 -4.602650 -2.008765
S: 1.996856 -1.903943 -1.303604
O: 0.790892 -1.647598 -2.205949
C: 3.130765 -0.279850 -2.332514
C: 2.624436 0.562742 -3.363745
C: 3.277842 1.686683 -3.774640
C: 4.499590 2.079112 -3.166191
C: 5.200159 3.248085 -3.564904
C: 6.353148 3.629490 -2.946479
C: 6.868687 2.848552 -1.879106
C: 6.220432 1.716788 -1.480291
C: 5.016449 1.290667 -2.112913
C: 4.291478 0.120252 -1.731988
C: 4.820153 -0.718505 -0.583800
C: 5.973342 -1.547435 -0.762653
C: 6.645935 -1.618589 -2.014397
C: 7.717684 -2.441113 -2.186737
C: 8.184278 -3.241163 -1.112882
C: 7.549782 -3.199194 0.091740
C: 6.421009 -2.362541 0.295712
C: 5.696980 -2.388026 1.519483
C: 4.579461 -1.633392 1.676854
C: 4.170411 -0.781604 0.616572
S: 2.688397 0.187752 0.904377
O: 1.767989 -0.604840 1.768734
C: 3.395712 1.428687 2.007106
C: 3.103548 1.371974 3.352769
C: 3.587994 2.379182 4.182549
C: 4.341951 3.428708 3.675500
C: 4.836276 4.527232 4.579178
C: 4.609756 3.465542 2.306773
C: 4.130968 2.474726 1.468164
H: 5.913509 -5.421105 -5.180535
H: 5.785700 -6.615816 -3.889510
H: 6.981567 -5.329910 -3.774721
H: 4.043433 -3.978105 -5.206554
H: 2.411673 -2.504682 -4.026627
H: 3.942680 -3.786410 -0.267347
H: 5.642609 -5.183440 -1.429493
H: 1.676690 0.274520 -3.816306
H: 2.881403 2.307696 -4.574401
H: 4.791503 3.841052 -4.376994
H: 6.877321 4.525014 -3.258322
H: 7.777777 3.155135 -1.375027
H: 6.612837 1.128900 -0.658446
H: 6.264696 -1.024884 -2.835088
H: 8.205729 -2.500970 -3.151907
H: 9.035464 -3.895066 -1.261301
H: 7.881381 -3.825130 0.913248
H: 6.024162 -3.056960 2.307790
H: 3.957011 -1.687206 2.561045
H: 2.480502 0.566365 3.721635
H: 3.355143 2.353749 5.241611
H: 4.565480 4.331088 5.616840
H: 4.406614 5.491597 4.299589
H: 5.922998 4.626352 4.527789
H: 5.179447 4.287420 1.886259
H: 4.317234 2.515870 0.401219
C: -2.514218 -4.976438 -2.259957
C: -1.651241 -3.963676 -2.971488
O: -2.385839 -2.724465 -3.219280
P: -2.300648 -1.715441 -1.936341
O: -3.842187 -1.594765 -1.409437
C: -4.905197 -1.139792 -2.247188
C: -6.184962 -1.804008 -1.793549
O: -2.311347 -0.292061 -2.789917
C: -1.340931 -0.095251 -3.825603
C: -2.037342 -0.050495 -5.167667
H: -1.950231 -5.900126 -2.116195
H: -3.423021 -5.193353 -2.828724
H: -2.799633 -4.614940 -1.270383
H: -1.343100 -4.317260 -3.956345
H: -0.751192 -3.743978 -2.387450
H: -4.687336 -1.378658 -3.291271
H: -4.969670 -0.052798 -2.158607
H: -6.109835 -2.888245 -1.891797
H: -7.032030 -1.459553 -2.393097
H: -6.388735 -1.570345 -0.747640
H: -0.579598 -0.875631 -3.787309
H: -0.837506 0.851648 -3.611343
H: -2.507767 -1.011848 -5.378826
H: -1.320775 0.170360 -5.964205
H: -2.807127 0.724595 -5.173737
Te: 0.889101 -3.896012 0.297289

Cartesian forces (eV/Å) of the 2 atoms listed first:
Rb 0.72 -2.18 -0.53
F 0.04 -0.06 -0.02

---

2.
A molecular structure, C42H41INO2PmSTe in a non-equilibrium geometry, computed with the ωB97M-V functional and the def2-TZVPD basis.

As for the spin multiplicity: 6. Its HOMO energy (spin up / spin down) is -10.18 / -10.19 eV. Its energy relative to the best compared isomer or geometry (same formula, charge and spin) is 0.000 eV. Its net charge is +1. As for the expectation value of S²: 8.76. Its HOMO-LUMO gap (spin up / spin down) is 7.821 / 6.848 eV.

Geometry (Å):
Pm: 0.283225 -0.170010 0.262101
I: 3.532563 0.189926 1.682990
C: 3.978487 1.843301 0.484799
C: 5.199879 2.446201 0.580932
C: 5.465812 3.546079 -0.254371
C: 4.528939 4.001451 -1.134023
C: 3.257258 3.392410 -1.210079
C: 2.276797 3.840150 -2.134708
C: 1.041507 3.297720 -2.132953
C: 0.729383 2.221436 -1.279142
C: 1.673312 1.667114 -0.446535
C: 2.968720 2.284343 -0.399035
H: 5.939654 2.091142 1.279163
H: 6.441493 4.028730 -0.195327
H: 4.774129 4.824734 -1.820557
H: 2.511787 4.688253 -2.774145
H: 0.304687 3.658295 -2.841297
H: -0.272643 1.786554 -1.386058
C: -0.395880 -2.394268 -3.664946
C: -1.046102 -1.351499 -2.779504
O: -2.160916 -0.939036 -2.978877
N: -0.347407 -0.981751 -1.709075
Te: -3.243799 0.420971 -0.284062
C: -3.930518 2.366257 -0.543442
C: -4.779230 2.977200 0.444147
C: -5.224070 2.315487 1.732880
C: -5.194998 4.280691 0.252127
C: -4.709448 5.015495 -0.817984
C: -5.144475 6.442217 -1.045121
C: -3.849978 4.441673 -1.742127
C: -3.475888 3.114457 -1.617841
C: -2.661436 2.601343 -2.730750
C: -2.128671 0.546050 1.521830
C: -1.327921 1.650515 1.898897
C: -1.506518 3.043786 1.377809
C: -0.320945 1.498467 2.838361
C: -0.089367 0.285863 3.477323
C: 0.921954 0.234766 4.578496
C: -0.960589 -0.752605 3.187375
C: -1.968757 -0.669833 2.220297
C: -2.796593 -1.895137 1.991707
H: -1.044263 -3.252836 -3.659499
H: 0.613513 -2.692887 -3.371082
H: -0.368951 -2.029013 -4.682081
H: -5.747485 1.375771 1.575085
H: -5.925242 3.004643 2.201810
H: -4.388110 2.156772 2.389699
H: -5.887801 4.689970 0.997571
H: -5.935340 6.752603 -0.330219
H: -5.509956 6.548522 -2.044498
H: -4.325669 7.162134 -0.942005
H: -3.422228 5.024302 -2.538912
H: -2.074039 3.413131 -3.176496
H: -3.361398 2.261355 -3.513992
H: -2.051474 1.728621 -2.501937
H: -1.632281 3.094305 0.303546
H: -0.622111 3.639027 1.685779
H: -2.397893 3.496454 1.808242
H: 0.355938 2.325850 3.086513
H: 1.629673 1.041655 4.505082
H: 1.448001 -0.724584 4.567639
H: 0.410415 0.303758 5.561708
H: -0.831576 -1.702286 3.689570
H: -2.551086 -2.675827 2.733168
H: -2.694244 -2.321114 0.986214
H: -3.850573 -1.684401 2.119194
O: 1.185617 -2.451285 0.536732
S: 1.881982 -3.277395 -0.567436
C: 1.065585 -4.884169 -0.570802
C: 1.002953 -5.543274 -1.778242
C: 0.313724 -6.731642 -1.875396
C: -0.270056 -7.277867 -0.756707
C: -0.067112 -6.707478 0.480548
C: 0.590184 -5.488629 0.595450
C: 3.532128 -3.790388 0.006995
C: 3.924414 -3.954166 1.339150
C: 5.203871 -4.414447 1.643687
C: 6.119909 -4.681267 0.631530
C: 5.678404 -4.582068 -0.703123
C: 4.407981 -4.164346 -1.017637
H: 1.434306 -5.103582 -2.687971
H: 0.197869 -7.211853 -2.822172
H: -0.875228 -8.162956 -0.884400
H: -0.490197 -7.160517 1.390223
H: 0.719149 -5.010792 1.550626
H: 3.262840 -3.697729 2.147011
H: 5.490537 -4.520626 2.673998
H: 7.111481 -5.034790 0.848020
H: 6.381416 -4.842737 -1.460750
H: 4.068967 -4.130852 -2.058753

Cartesian forces (eV/Å) of the 2 atoms listed first:
Pm 0.61 0.06 0.47
I -0.08 -0.24 0.09

---

3.
A molecular structure, C42H41MoNO2P2S2 in a non-equilibrium geometry, computed with the ωB97M-V functional and the def2-TZVPD basis.

As for the spin multiplicity: 3. Its HOMO energy (spin up / spin down) is -12.83 / -12.49 eV. Its net charge is +2. As for the expectation value of S²: 2.06. Its HOMO-LUMO gap (spin up / spin down) is 5.659 / 4.109 eV.

Geometry (Å):
Mo: 0.025230 0.109996 4.558120
C: -2.028970 0.029596 5.415620
C: -2.137670 -0.292404 4.066720
C: -2.625370 0.654096 2.982220
C: -1.478370 1.413096 2.271220
C: -0.348570 1.825996 3.188320
C: -0.477370 2.307296 4.487020
C: -1.798470 2.577696 5.187920
C: -2.296570 1.382596 6.036620
C: 2.081830 0.372996 4.428620
H: -1.983070 -0.796704 6.122620
H: -2.137870 -1.349404 3.810720
H: -3.344370 1.360796 3.405620
H: -3.171970 0.073196 2.232020
H: -1.050570 0.762796 1.500620
H: -1.883370 2.291496 1.745920
H: 0.609330 1.977396 2.694020
H: 0.399830 2.773696 4.929220
H: -2.554870 2.863096 4.451620
H: -1.672470 3.441796 5.848720
H: -1.786770 1.402196 7.005920
H: -3.370470 1.498896 6.248620
H: 2.594230 -0.072804 5.287220
H: 2.351530 1.435096 4.364620
H: 2.443530 -0.131704 3.523120
P: 0.149430 -2.427704 -4.900380
P: 2.278530 0.660096 -5.164980
C: -0.211970 -0.759904 -5.518480
C: 0.517030 0.374696 -5.496680
C: -0.780670 -3.557604 -5.996880
C: -1.949270 -3.183704 -6.675380
C: -2.597470 -4.092304 -7.511180
C: -2.092870 -5.384004 -7.667580
C: -0.934770 -5.767104 -6.988380
C: -0.277670 -4.855604 -6.165080
C: -0.891570 -2.395504 -3.379780
C: -0.495970 -1.546604 -2.333180
C: -1.217770 -1.498704 -1.142880
C: -2.333670 -2.319804 -0.967080
C: -2.720070 -3.183404 -1.991280
C: -2.007870 -3.220204 -3.191180
C: 2.743530 1.435896 -6.770980
C: 2.744230 0.620496 -7.914680
C: 3.116230 1.133496 -9.155080
C: 3.520630 2.465196 -9.269480
C: 3.546230 3.275996 -8.135280
C: 3.157730 2.768196 -6.894480
C: 2.325130 2.075496 -4.008080
C: 3.417130 2.159796 -3.132580
C: 3.513830 3.209496 -2.222080
C: 2.509230 4.177496 -2.164980
C: 1.415530 4.098596 -3.028180
C: 1.324830 3.056396 -3.950180
H: -1.245970 -0.674604 -5.856780
H: 0.023030 1.284396 -5.841980
H: -2.344670 -2.180604 -6.547580
H: -3.494170 -3.789104 -8.044380
H: -2.598670 -6.089204 -8.321380
H: -0.535370 -6.769704 -7.113280
H: 0.641830 -5.138704 -5.659880
H: 0.387830 -0.922304 -2.449480
H: -0.902270 -0.828704 -0.347480
H: -2.892370 -2.290104 -0.035980
H: -3.585070 -3.828604 -1.861980
H: -2.324670 -3.888804 -3.985580
H: 2.456630 -0.425804 -7.831480
H: 3.101730 0.490096 -10.030980
H: 3.819530 2.864196 -10.234580
H: 3.863030 4.312696 -8.214280
H: 3.171430 3.411896 -6.020580
H: 4.179930 1.386296 -3.158680
H: 4.362930 3.263896 -1.546480
H: 2.575930 4.988996 -1.445680
H: 0.628630 4.845996 -2.980780
H: 0.477730 2.997296 -4.626580
O: 1.818730 2.169396 8.347520
S: 1.786730 0.782896 9.009020
O: 3.210930 0.350196 9.385220
N: 1.719330 -0.122504 7.507520
C: 0.716930 -0.922804 7.409720
S: 0.449830 -1.912504 5.916920
C: -0.154470 -0.916004 8.592520
C: -1.311070 -1.665304 8.821420
C: -1.992370 -1.497304 10.040120
C: -1.512470 -0.590704 11.005220
C: -0.350670 0.151896 10.759520
C: 0.308630 -0.031104 9.546820
H: -1.678870 -2.362604 8.081520
H: -2.889670 -2.067604 10.239420
H: -2.041770 -0.466404 11.942220
H: 0.027330 0.850996 11.494620

Cartesian forces (eV/Å) of the 2 atoms listed first:
Mo 4.42 -2.33 2.61
C -2.31 0.19 -0.10

---

> The lowest net charge belongs to which entry?

C42H41F6NO9PRbS4Te

---

> Among the records above, which one has the highest net charge?

C42H41MoNO2P2S2

---

> What is the net charge in the second record?

+1